(1)
Density functional theory data (ωB97M-V with the def2-TZVPD basis set) for a molecular structure, C37H24BrF3N5OPdS2 at a distorted geometry.

Structure (ORCA input):
```
! wB97M-V def2-TZVPD RIJCOSX def2/J DEFGRID3
* xyz 1 1
Pd 1.0204 -1.1247 0.9789
F 5.4272 -2.0759 5.2277
C 5.0720 -1.0885 4.3844
F 5.6969 -1.3175 3.2240
F 5.5580 0.0530 4.8934
C 3.5693 -1.0470 4.2646
C 2.8310 -1.1993 5.4251
C 1.4438 -1.2549 5.3526
C 0.8552 -1.2152 4.1089
N 1.5655 -1.0525 2.9934
C 2.8927 -0.9006 3.0466
S 3.5855 -0.4811 1.5343
H 3.3388 -1.2803 6.3765
H 0.8466 -1.3550 6.2455
H -0.2163 -1.3063 4.0012
N -6.3988 -1.1537 -6.4394
C -5.5901 -1.1682 -5.6238
C -4.5880 -1.1869 -4.6055
C -4.6496 -0.2773 -3.5498
C -3.6897 -0.3093 -2.5585
C -2.6468 -1.2402 -2.5993
C -2.5952 -2.1418 -3.6652
C -3.5532 -2.1199 -4.6594
C -1.6346 -1.2588 -1.5275
C -0.2789 -1.1848 -1.8768
C 0.2282 -1.0251 -3.1989
C 1.5913 -0.8602 -3.0980
C 1.8994 -0.9193 -1.7367
N 0.7891 -1.1461 -1.0129
C -2.0944 -1.2743 -0.1993
C -3.4536 -1.4668 0.2081
C -3.4789 -1.3371 1.5757
C -2.1497 -1.1047 1.9737
N -1.3276 -1.0904 0.9227
H -5.4494 0.4493 -3.5190
H -3.7254 0.4092 -1.7513
H -1.8126 -2.8884 -3.6883
H -3.5111 -2.8243 -5.4785
H -0.3650 -0.9933 -4.0946
H 2.3028 -0.7049 -3.8905
H 2.8561 -0.7665 -1.2698
H -4.2801 -1.6888 -0.4437
H -4.3319 -1.4040 2.2292
H -1.7834 -0.9493 2.9763
C -0.8581 7.6794 -2.6209
C 0.6067 7.6905 -2.3479
O 1.5156 7.5720 -3.1000
S 0.9254 7.8541 -0.4916
C 1.0203 6.1201 -0.1589
C 1.7914 5.2542 -0.9345
C 1.8096 3.9057 -0.6391
C 1.0523 3.3974 0.4235
C 0.2865 4.2745 1.1994
C 0.2818 5.6254 0.9182
C 1.0531 2.0008 0.6822
C 1.0351 0.8082 0.8724
H -1.0538 7.7436 -3.6909
H -1.3390 8.5006 -2.0936
H -1.2733 6.7490 -2.2286
H 2.3817 5.6369 -1.7548
H 2.4067 3.2231 -1.2287
H -0.3144 3.8820 2.0085
H -0.3134 6.3112 1.5053
Br 3.4953 -3.5481 -0.1932
C 1.9043 -4.1965 0.5842
C 1.7471 -5.5728 0.6172
C 0.6041 -6.0963 1.1895
C -0.3395 -5.2215 1.7040
C -0.1013 -3.8676 1.6314
N 1.0048 -3.3358 1.0792
H 2.5167 -6.2017 0.1967
H 0.4558 -7.1660 1.2316
H -1.2485 -5.5894 2.1562
H -0.8182 -3.1613 2.0277
*
```

Properties
HOMO level (alpha / beta) = -0.37435 / -0.37329 Ha
Energy relative to the best compared isomer or geometry (same formula, charge and spin) = 260.7 kJ/mol

Löwdin atomic charge list, values in e, 2 entries:
1. Pd 1.06
2. F 0.15

=====

(2)
Density functional theory data (ωB97M-V with the def2-TZVPD basis set) for a molecular structure, C37H24BrF3N5OPdS2 at a distorted geometry.

Structure (ORCA input):
```
! wB97M-V def2-TZVPD RIJCOSX def2/J DEFGRID3
* xyz 1 1
Pd 0.0566 -0.0685 -1.3193
F 3.8820 3.9338 -2.6333
C 3.9691 3.0508 -3.6438
F 4.3194 3.7308 -4.7443
F 4.9660 2.1999 -3.3580
C 2.6599 2.3230 -3.8492
C 2.0564 2.3509 -5.0818
C 0.8658 1.6573 -5.2764
C 0.3450 0.9709 -4.2116
N 0.9060 0.9300 -2.9896
C 2.0613 1.6004 -2.7949
S 2.7977 1.5470 -1.2309
H 2.5175 2.8972 -5.8925
H 0.3644 1.6491 -6.2327
H -0.5702 0.4145 -4.3149
N -6.9555 -4.2779 5.2539
C -6.2129 -3.8219 4.5059
C -5.2820 -3.2530 3.5665
C -4.1004 -3.9257 3.2638
C -3.2084 -3.3733 2.3635
C -3.4624 -2.1415 1.7558
C -4.6460 -1.4775 2.0826
C -5.5555 -2.0267 2.9702
C -2.5052 -1.5591 0.7829
C -1.1088 -1.5092 1.1029
C -0.5833 -1.7368 2.4598
C 0.7460 -1.6542 2.4135
C 1.1520 -1.4265 1.0025
N -0.1196 -1.2746 0.2717
C -2.9365 -1.0664 -0.4229
C -4.3153 -1.1384 -0.9828
C -4.3349 -0.5214 -2.1612
C -2.9262 -0.0438 -2.4265
N -2.1568 -0.4060 -1.3063
H -3.8927 -4.8811 3.7257
H -2.3111 -3.9230 2.1072
H -4.8389 -0.4938 1.6729
H -6.4677 -1.5007 3.2163
H -1.1988 -1.9076 3.3279
H 1.4382 -1.7757 3.2330
H 1.6245 -2.3459 0.6203
H -5.1451 -1.6350 -0.5049
H -5.1711 -0.4116 -2.8346
H -1.9474 -1.6696 -3.2854
C 6.6094 2.2553 6.8762
C 5.7113 1.9773 5.6970
O 4.5469 2.2586 5.6662
S 6.5912 1.1513 4.3717
C 5.2740 0.7591 3.2579
C 4.4257 1.7442 2.7672
C 3.3888 1.4015 1.9145
C 3.1984 0.0806 1.5171
C 4.0722 -0.8961 1.9935
C 5.0999 -0.5619 2.8583
C 2.0628 -0.2807 0.6381
C 1.7666 0.2706 -0.5432
H 6.2567 3.1487 7.3854
H 7.6509 2.3688 6.5790
H 6.5384 1.4055 7.5570
H 4.5679 2.7741 3.0596
H 2.7092 2.1716 1.5712
H 3.9588 -1.9274 1.6797
H 5.7698 -1.3275 3.2277
Br -1.8571 2.4483 -1.4660
C -2.7416 1.4463 -2.7494
C -3.2380 2.0624 -3.8393
C -3.8153 1.4205 -4.9850
C -3.6891 0.1451 -5.4383
C -2.9072 -0.8647 -4.8235
N -2.4112 -0.8284 -3.6226
H -3.2014 3.1429 -3.8839
H -4.3479 2.0933 -5.6495
H -4.1081 -0.1096 -6.4010
H -2.6567 -1.7385 -5.4162
*
```

Properties
HOMO level = -0.37371 Ha
Energy relative to the best compared isomer or geometry (same formula, charge and spin) = 55.1 kJ/mol

Löwdin atomic charge list, values in e, 2 entries:
1. Pd 0.88
2. F 0.13